# 1
The following is a DFT calculation (ωB97M-V with the def2-TZVPD basis set) of a 2-piece molecular cluster, C7H11NO2 overall in a non-equilibrium geometry.

* SMILES: CC(=O)C(N)=O.CC1=CC1

Atoms and positions in Å:
C: -1.48113 -0.01501 1.58416
C: -0.51638 0.94624 0.97392
O: -0.77026 1.72645 0.08475
C: 0.87570 0.94256 1.62771
N: 1.67773 1.87987 1.09760
O: 1.18010 0.18934 2.52833
H: -1.01938 -0.99628 1.65441
H: -1.68701 0.31511 2.60199
H: -2.40579 -0.05602 1.01655
H: 2.62879 1.98613 1.40641
H: 1.32568 2.43713 0.33525
C: -1.30984 -1.55577 -1.66837
C: 0.02451 -1.04874 -1.34678
C: 1.08795 -0.96557 -0.60167
C: 1.07802 -0.09650 -1.82826
H: -2.01862 -0.72691 -1.67747
H: -1.63254 -2.30116 -0.94361
H: -1.30715 -2.00011 -2.66398
H: 1.66743 -1.27336 0.23264
H: 1.69204 -0.35938 -2.68386
H: 0.91014 0.97198 -1.72971


# 2
The following is a DFT calculation (ωB97M-V with the def2-TZVPD basis set) of an isolated molecule of C4H12N2O in a non-equilibrium geometry.

* SMILES: NCCNCCO

Atoms and positions in Å:
N: -0.44459 1.53702 2.93686
C: 0.10029 1.69177 1.59461
C: 0.84738 0.39375 0.96779
N: -0.25632 -0.54455 0.25133
C: -0.81019 -0.05302 -1.15014
C: -0.41077 -1.27897 -2.35368
O: 1.00513 -1.65652 -2.38442
H: -1.19921 0.85320 2.66065
H: 0.11242 1.00566 3.52465
H: 0.98897 2.41589 1.63170
H: -0.62327 2.06556 0.92474
H: 1.45742 0.64997 0.11356
H: 1.34935 -0.27982 1.70319
H: -0.69756 -0.89280 1.11067
H: -1.96236 0.02385 -1.07211
H: -0.39051 0.82232 -1.53445
H: -0.89632 -2.14216 -1.83373
H: -0.73335 -1.09799 -3.34543
H: 1.09935 -1.63994 -1.47689


One value per record, in order, for gap between HOMO and LUMO: 0.3484; 0.3512 Eh.
One value per record, in order, for relative energy (zero: lowest compared OMol25 entry of this formula, charge and spin): 2.8304; 4.1670 eV.
One value per record, in order, for HOMO energy: -9.1; -8.6 eV.